C21H57NO12 | ωB97M-V with the def2-TZVPD basis set

The geometry in XYZ format:
```
91
Properties=species:S:1:pos:R:3:forces:R:3
C 3.2938 -2.8556 0.4504 0.10 0.43 0.22
C 3.1467 -1.3763 0.7991 0.21 -0.12 -0.03
O 1.8518 -0.9754 1.2158 -0.06 -0.11 0.01
C 0.8852 -1.0097 0.1919 -0.28 0.02 -0.06
C -0.4223 -0.5338 0.8103 0.53 -0.18 0.42
O -1.3495 -0.1943 -0.2150 -0.01 -0.15 0.17
C -2.6820 -0.4238 0.0880 0.13 0.38 -0.04
O -3.2593 -1.3227 -0.8581 -0.13 -0.13 0.08
C -3.2193 -2.6411 -0.6298 -0.01 -0.44 -0.51
O -3.8621 -3.4136 -1.2868 0.04 0.36 0.31
O -2.3567 -3.0079 0.3491 -0.33 0.48 0.21
C -2.9744 -3.6069 1.5021 0.10 -0.54 0.00
N -2.4009 -4.9244 1.6814 -0.05 0.25 0.14
H 2.5180 -3.2137 -0.2261 0.01 -0.02 0.07
H 4.2417 -2.9857 -0.0690 -0.03 -0.14 0.10
H 3.3031 -3.4457 1.3695 -0.14 -0.11 -0.17
H 3.4813 -0.7545 -0.0438 -0.17 0.01 -0.01
H 3.8041 -1.1551 1.6445 -0.08 0.09 -0.09
H 1.1667 -0.3577 -0.6435 0.07 0.00 0.05
H 0.7384 -2.0258 -0.1948 0.06 0.09 -0.07
H -0.7994 -1.3467 1.4412 -0.16 0.14 -0.10
H -0.2153 0.3228 1.4601 -0.12 0.05 -0.14
H -2.8094 -0.7855 1.1097 0.02 -0.11 -0.06
H -3.2539 0.4991 -0.0363 0.04 -0.11 -0.14
H -4.0508 -3.7062 1.3419 0.08 0.04 0.04
H -2.7884 -2.9312 2.3476 0.00 0.08 -0.15
H -2.7151 -5.2783 2.5815 -0.06 -0.11 -0.09
H -1.3911 -4.8300 1.7371 -0.01 -0.05 0.01
C -5.2287 -3.2496 -5.1778 -0.03 -0.05 0.03
C -6.0552 -2.2599 -4.3772 0.07 -0.04 0.09
O -6.5959 -2.8413 -3.1986 0.05 -0.02 -0.05
H -5.8339 -4.1151 -5.4497 -0.01 0.01 -0.02
H -4.8424 -2.7915 -6.0901 0.01 0.01 0.00
H -4.3820 -3.6053 -4.5870 0.02 0.03 -0.01
H -6.9082 -1.9136 -4.9607 -0.02 0.02 0.01
H -5.4478 -1.3854 -4.1169 -0.01 0.03 -0.05
H -5.8522 -3.1413 -2.6622 0.05 0.01 0.12
C -7.1667 -5.7112 1.6519 0.02 0.09 0.11
C -5.7829 -6.0996 2.1342 -0.03 0.02 -0.01
O -5.3855 -5.3702 3.2986 0.09 0.02 -0.11
H -7.2104 -4.6422 1.4420 0.01 0.00 -0.04
H -7.4300 -6.2545 0.7442 0.01 -0.01 0.00
H -7.9188 -5.9324 2.4133 -0.01 -0.04 -0.02
H -5.0348 -5.8667 1.3768 0.03 -0.06 -0.01
H -5.7319 -7.1744 2.3347 0.02 -0.01 -0.04
H -6.0156 -5.5592 3.9998 -0.01 0.02 0.03
C 0.4423 4.5794 1.2358 -0.14 0.04 0.10
C 0.1076 3.1038 1.3047 -0.12 0.03 -0.07
O -0.6260 2.7671 2.4822 0.07 -0.05 -0.03
H 1.0240 4.8683 2.1070 0.08 0.00 -0.01
H 1.0244 4.8063 0.3411 0.00 -0.01 -0.01
H -0.4693 5.1839 1.2146 0.00 -0.02 -0.07
H 1.0214 2.5108 1.3383 -0.01 -0.04 0.05
H -0.4642 2.7943 0.4208 0.08 -0.02 -0.04
H -1.4434 3.2737 2.4727 -0.01 0.03 0.03
C 4.0169 -5.2485 -4.0706 0.00 -0.04 0.09
C 4.0691 -4.0191 -3.1840 0.10 -0.04 0.00
O 4.6904 -4.2847 -1.9274 0.04 -0.06 -0.18
H 3.4830 -6.0557 -3.5689 -0.03 0.01 -0.01
H 3.5139 -5.0290 -5.0131 0.01 0.01 -0.01
H 5.0247 -5.6044 -4.2974 0.00 0.02 -0.04
H 3.0625 -3.6748 -2.9492 0.00 0.03 0.02
H 4.5929 -3.2035 -3.6933 -0.05 0.03 -0.02
H 5.5882 -4.5844 -2.1001 0.01 -0.03 0.01
C 4.5239 5.7196 4.5865 -0.01 0.03 -0.08
C 3.2518 5.0098 4.1663 0.11 -0.10 0.00
O 3.3419 4.4885 2.8386 0.00 0.06 0.04
H 4.7487 6.5233 3.8875 0.01 0.01 0.03
H 4.4274 6.1346 5.5914 -0.02 -0.04 0.01
H 5.3702 5.0276 4.5826 -0.01 -0.02 0.06
H 2.4121 5.7042 4.1545 -0.02 -0.01 -0.02
H 3.0080 4.2006 4.8627 -0.05 0.03 0.02
H 4.0697 3.8601 2.8213 0.02 -0.01 -0.02
C -0.9572 2.2963 -2.7370 0.02 0.02 -0.07
C 0.3714 1.6074 -2.4951 0.02 0.18 -0.07
O 1.2857 1.8018 -3.5728 -0.04 -0.07 0.04
H -1.4103 1.9312 -3.6589 -0.02 -0.03 0.01
H -1.6443 2.1101 -1.9107 0.01 -0.01 0.01
H -0.8212 3.3767 -2.8366 -0.01 0.01 0.05
H 0.2267 0.5334 -2.4106 0.01 -0.03 -0.03
H 0.8200 1.9631 -1.5600 -0.03 -0.07 0.04
H 1.4375 2.7467 -3.6659 0.01 0.02 -0.03
C 4.9337 9.5306 0.5923 -0.05 -0.03 0.06
C 5.8838 8.5293 1.2223 -0.10 -0.07 -0.10
O 5.1963 7.4286 1.8093 0.08 0.15 -0.05
H 4.2276 9.9023 1.3352 0.02 0.02 0.01
H 5.4784 10.3773 0.1726 0.01 -0.01 -0.01
H 4.3582 9.0643 -0.2108 0.03 0.01 -0.03
H 6.4463 8.9937 2.0312 0.02 -0.02 0.02
H 6.6014 8.1668 0.4783 0.05 0.04 0.02
H 4.6957 6.9820 1.1194 -0.05 -0.08 0.06
```
Positions in Å, forces in eV/Å.

As for the multiplicity: 1. The HOMO-LUMO gap is 10.221 eV. The total charge is 0. As for the structure (SMILES): CCOCCOCOC(=O)OCN.CCO.CCO.CCO.CCO.CCO.CCO.CCO. Its LUMO energy is 0.553 eV. The energy comes out at -48758.6876 eV.